Formula: C15H15N5O3S
Source: the OMol25 dataset
Level of theory: the ωB97M-V functional and the def2-TZVPD basis

Properties
- E_LUMO: -1.2 eV
- Molecular weight: 345.4 g/mol
- ΔE to the lowest compared entry with this formula, charge and spin: 137.23 kcal per mole
- Gap between HOMO and LUMO: 6.74 eV

CARTESIAN COORDINATES (ANGSTROEM)
S 2.71 0.14 2.09
O 0.33 -1.44 -0.62
O 0.21 1.93 2.16
O -1.73 -0.88 -1.16
N -0.52 -0.60 -0.99
N 1.53 2.34 -0.58
N 1.22 4.51 -0.28
N 2.70 2.86 -0.08
N 2.49 4.14 0.08
C -4.04 -0.86 2.42
C -2.50 1.01 2.44
C 3.21 -0.61 3.69
C -3.81 0.52 2.48
C -2.97 -1.75 2.31
C 3.39 -1.15 0.99
C -0.70 3.08 -1.15
C -1.01 1.78 -1.47
C 0.61 3.38 -0.69
C -1.67 -1.25 2.21
C -0.07 0.74 -1.17
C 1.22 1.03 -0.74
C -1.41 0.13 2.30
C 0.00 0.69 2.18
C 1.06 -0.27 1.97
H 4.15 -0.64 0.38
H 0.90 -1.34 1.92
H 3.14 -1.70 3.63
H 2.57 -1.51 0.35
H 2.53 -0.19 4.44
H -1.97 1.49 -1.89
H -1.38 3.93 -1.25
H 4.24 -0.27 3.86
H -5.06 -1.25 2.41
H -0.85 -1.93 2.03
H -3.11 -2.83 2.27
H 1.99 0.29 -0.57
H 3.84 -1.95 1.59
H -2.31 2.08 2.49
H -4.64 1.21 2.55


Formula: C45H97N7O13
Source: the OMol25 dataset
Level of theory: the ωB97M-V functional and the def2-TZVPD basis

Properties
- E_LUMO: 0.3 eV
- Molecular weight: 944.3 g/mol
- ΔE to the lowest compared entry with this formula, charge and spin: 67.36 kcal per mole
- Gap between HOMO and LUMO: 9.26 eV

CARTESIAN COORDINATES (ANGSTROEM)
O -3.68 -1.84 -4.97
O 0.00 -2.05 0.65
O -2.75 4.50 0.79
O -5.49 2.59 -2.40
O 4.92 0.16 -5.05
O -1.48 -2.13 6.93
O 4.61 2.51 -1.73
O -1.01 -5.45 4.17
O 3.15 -1.37 -1.15
O -3.81 -4.47 -0.12
O 1.75 5.09 -1.08
O 2.34 0.98 2.82
O -4.49 -1.79 4.62
N -2.51 -0.10 -6.06
N -1.83 -6.45 2.28
N -1.89 3.18 2.44
N -0.03 -1.29 5.40
N 0.49 -0.22 -0.77
N 0.06 4.57 -2.61
N 3.60 1.43 4.68
C -4.79 3.14 -1.25
C 3.54 0.07 -4.58
C -3.68 -0.83 -5.66
C 4.85 -1.44 0.48
C -4.26 -0.94 3.55
C 3.92 0.02 4.91
C -3.82 -3.04 4.41
C 0.39 -0.92 0.42
C -4.27 1.85 -0.54
C -1.34 -0.39 -5.30
C 3.93 2.40 5.72
C 6.01 2.40 -2.07
C -0.61 -6.27 1.56
C -2.79 -2.69 3.26
C -5.13 -2.84 -1.02
C -0.03 -0.70 -1.99
C -2.80 -1.14 3.23
C 5.06 1.35 -5.85
C -2.55 1.06 -6.91
C 5.79 2.38 0.26
C -3.64 1.24 -1.77
C -0.73 -2.31 5.97
C 3.69 -2.34 0.92
C 0.68 -1.45 4.20
C 1.29 4.45 -2.06
C -0.84 5.57 -2.09
C 6.81 2.69 -0.85
C -0.30 3.84 -3.78
C 4.48 2.89 -0.35
C 3.96 2.38 -5.45
C 2.72 1.75 3.71
C 3.08 -2.66 -0.41
C -2.74 4.10 1.93
C -4.58 1.61 -2.87
C 4.34 -0.71 -0.74
C -2.82 -7.28 1.66
C -1.89 -6.01 3.54
C -4.99 -4.35 -0.90
C -3.69 -2.34 -1.18
C -0.73 2.79 1.68
C 0.99 1.09 -0.84
C 0.04 0.01 5.97
C -2.04 2.74 3.82
C -2.86 -3.54 -0.67
C 2.94 1.50 -4.61
H 7.67 2.05 -0.78
H 3.61 2.47 0.15
H 4.86 -0.03 5.43
H -1.94 0.91 -7.79
H -3.72 -7.33 2.26
H 5.12 -0.73 1.31
H 1.66 -1.05 4.27
H 7.15 3.73 -0.82
H 3.20 -0.64 5.39
H 0.46 3.07 -3.90
H -2.32 1.66 3.84
H -5.23 0.86 -3.27
H 0.17 1.78 -1.13
H 5.04 -0.84 -1.57
H -2.09 -0.80 3.91
H 0.03 -7.19 1.60
H -2.43 -8.27 1.60
H -0.36 -1.70 -1.76
H 3.26 3.21 5.58
H -1.04 2.91 4.30
H -0.18 0.01 7.06
H -5.53 -2.50 -0.04
H -5.77 -4.84 -0.37
H -2.79 3.37 4.23
H 1.81 1.19 -1.58
H 2.41 2.79 3.75
H -2.34 -4.02 -1.50
H 4.14 -0.40 3.93
H -0.70 0.80 5.67
H -0.72 5.65 -1.00
H -3.98 1.91 -3.78
H 0.15 -1.03 3.31
H 0.16 2.84 2.32
H 4.01 -3.22 1.50
H 6.06 1.74 -5.72
H -3.35 -3.34 5.39
H -4.82 -4.89 -1.85
H -0.78 -6.02 0.51
H -1.27 3.33 -3.65
H 3.74 1.94 6.64
H 1.91 3.70 -2.56
H -0.09 -5.40 2.01
H 2.97 -1.76 1.55
H -3.52 4.46 2.64
H 0.84 -0.35 1.21
H 5.69 -2.09 0.22
H -5.05 1.24 -0.16
H 3.50 -0.39 -3.58
H -3.46 -1.55 -0.48
H -3.54 0.17 -1.76
H -5.75 -2.41 -1.82
H -0.44 -3.31 5.58
H -2.57 -0.79 2.20
H -1.13 0.39 -4.59
H -3.10 -3.20 2.30
H -2.87 -6.25 4.00
H -3.52 2.03 0.26
H -0.30 4.48 -4.67
H 4.93 1.08 -6.88
H -0.52 3.42 0.83
H 0.77 -2.52 3.91
H 3.70 -3.36 -0.95
H -0.47 -0.45 -5.93
H -4.64 -3.76 4.21
H -0.67 6.61 -2.46
H 1.42 1.34 0.12
H -1.48 -1.38 -4.81
H 3.05 -0.66 -5.25
H -4.63 -0.43 -6.02
H -3.97 3.79 -1.59
H 2.04 -2.94 -0.49
H 1.94 1.48 -5.09
H 4.07 0.35 -0.71
H -0.84 -0.10 -2.35
H -3.01 -6.87 0.63
H -2.65 1.70 -1.94
H 6.21 3.11 -2.90
H 5.72 1.31 0.35
H 3.55 2.84 -6.32
H 4.32 3.17 -4.78
H -1.84 5.33 -2.33
H -4.87 -1.27 2.71
H 0.76 -0.78 -2.76
H 4.98 2.69 5.65
H -1.76 -3.00 3.52
H -2.19 1.89 -6.33
H 2.86 1.97 -3.60
H 4.39 3.96 -0.26
H -3.38 -2.07 -2.17
H -0.77 1.76 1.31
H 6.06 2.73 1.26
H -4.55 0.09 3.82
H -2.18 -3.19 0.07
H -3.54 1.27 -7.18
H 1.08 0.37 5.84
H 6.10 1.42 -2.48
H -5.46 3.76 -0.69


Formula: C3H4FNOS
Source: the OMol25 dataset
Level of theory: the ωB97M-V functional and the def2-TZVPD basis

Properties
- E_LUMO: -0.6 eV
- Molecular weight: 121.1 g/mol
- ΔE to the lowest compared entry with this formula, charge and spin: 47.35 kcal per mole
- Gap between HOMO and LUMO: 8.28 eV

CARTESIAN COORDINATES (ANGSTROEM)
S -3.48 -0.37 0.00
F 1.07 -1.64 0.10
O 0.52 1.83 0.08
N -0.72 -0.07 -0.18
C -1.97 0.33 0.00
C 1.66 -0.42 -0.07
C 0.48 0.58 -0.13
H -0.45 -1.05 -0.03
H 2.11 -0.15 0.76
H -1.95 1.37 0.17
H 2.74 -0.42 -0.70


Formula: C3H7BrNS
Source: the OMol25 dataset
Level of theory: the ωB97M-V functional and the def2-TZVPD basis

Properties
- E_LUMO (spin up / spin down): -6.4 / -6.4 eV
- Molecular weight: 169.1 g/mol
- ΔE to the lowest compared entry with this formula, charge and spin: 65.56 kcal per mole
- Charge: +1
- Gap between HOMO and LUMO (spin up / spin down): 7.30 / 7.30 eV

CARTESIAN COORDINATES (ANGSTROEM)
Br 3.29 0.77 0.51
S 0.99 -1.21 0.45
N -0.38 1.01 0.58
C -1.00 0.21 -0.36
C 1.71 0.22 -0.21
C -0.68 -1.29 0.03
H -0.72 0.91 1.49
H -0.15 1.90 0.18
H -1.06 -2.07 -0.66
H -2.07 0.33 -0.28
H 1.97 0.41 -1.39
H -0.83 0.33 -1.41
H -1.08 -1.52 1.08


Formula: C39H75N2O47S11
Source: the OMol25 dataset
Level of theory: the ωB97M-V functional and the def2-TZVPD basis

Properties
- E_LUMO: -3.9 eV
- Molecular weight: 1676.7 g/mol
- Charge: +1
- Gap between HOMO and LUMO: 7.48 eV

CARTESIAN COORDINATES (ANGSTROEM)
S -0.09 -7.50 -1.24
S -4.52 -7.12 -2.05
S -5.96 11.10 6.20
S -0.03 -3.44 -8.28
S -1.78 6.17 5.88
S 3.78 5.75 -0.14
S 0.51 -5.78 2.06
S 5.63 6.10 5.10
S -0.81 -10.16 -10.36
S -5.96 1.53 2.95
S 9.27 2.93 -2.17
O -0.82 -9.08 -11.54
O -1.38 -3.52 -7.43
O -2.10 5.02 6.63
O 5.85 4.83 4.50
O 0.04 -3.86 -2.40
O -0.28 6.02 5.30
O -7.17 10.68 6.80
O 0.96 -3.04 -7.08
O -4.35 -5.91 -2.76
O -1.93 7.48 6.40
O 0.38 -10.92 -10.46
O 4.32 4.33 -0.59
O 5.65 7.22 3.95
O 5.06 6.22 0.69
O -5.17 9.80 5.69
O 3.66 6.58 -1.28
O -0.89 -5.98 2.81
O -5.99 2.65 1.80
O -0.13 -2.34 -9.17
O -1.35 -7.30 -2.21
O -2.55 6.09 4.47
O -5.18 2.02 4.02
O 1.39 -5.41 3.36
O 9.10 1.92 -3.41
O 2.69 5.55 0.77
O 0.95 -7.02 1.54
O 10.52 2.69 -1.56
O 6.39 6.56 6.19
O -2.09 -10.77 -10.28
O -4.92 -6.80 -0.54
O -5.91 -7.79 -2.50
O -7.51 1.60 3.35
O -5.93 12.08 5.18
O -4.92 11.54 7.34
O -0.67 -9.13 -9.14
O -3.51 -8.12 -2.04
O -5.71 0.28 2.34
O 0.87 -6.48 -1.52
O 0.41 -4.62 1.23
O 9.35 4.29 -3.02
O 0.32 -4.74 -8.72
O -0.57 -7.73 0.08
O 0.45 -8.87 -1.85
O -0.69 1.98 -3.07
O 8.06 2.95 -1.42
O 0.52 -1.29 5.20
O 4.06 6.21 5.46
N 1.13 -1.30 -2.79
N 0.52 3.95 -0.30
C 0.53 -5.21 4.48
C 5.75 4.26 -0.38
C -1.71 0.34 1.59
C -3.82 9.83 6.20
C 4.31 7.51 3.54
C -1.12 2.48 0.56
C -0.67 -6.09 4.23
C -8.14 2.72 2.71
C -6.32 -7.02 -0.34
C -1.30 2.00 -0.74
C 0.26 0.95 -3.42
C -3.94 10.51 7.54
C 0.20 -2.74 -5.90
C 9.59 3.98 -4.40
C 8.88 2.66 -4.62
C -0.55 2.46 -1.82
C -6.69 -8.10 -1.34
C -7.36 2.92 1.43
C -0.41 -7.81 -9.63
C 0.00 -1.01 3.93
C -1.95 1.87 1.67
C -0.18 3.47 0.74
C -1.06 -3.57 -6.03
C 2.38 0.34 5.24
C 5.98 5.11 0.84
C 2.47 -4.27 -2.57
C 0.38 3.47 -1.54
C 1.93 -1.15 5.27
C -1.06 -7.77 -11.00
C -0.34 5.55 3.96
C -1.36 -0.31 4.06
C 0.59 -0.03 -2.29
C -2.22 -0.46 2.80
C -1.62 6.15 3.39
C 1.59 -2.10 -1.62
C 3.48 7.34 4.80
C -0.49 -9.40 -2.79
C -1.20 -8.19 -3.34
C 1.31 -3.61 -1.81
H 1.91 -1.14 -3.42
H -1.89 -0.82 4.87
H -1.18 -10.05 -2.25
H 0.68 -7.68 -9.71
H -2.14 -7.63 -10.92
H 2.42 -4.17 -3.66
H -3.21 10.42 5.51
H 1.19 4.70 -0.09
H -6.52 -7.31 0.68
H 6.24 4.67 -1.26
H -0.39 4.46 3.98
H 1.46 0.93 5.37
H 1.05 -5.47 5.40
H -2.20 -0.03 0.68
H -0.64 0.12 1.48
H 3.05 0.58 6.07
H -1.56 2.16 2.66
H -0.20 0.36 -4.22
H -1.88 -3.18 -5.43
H 0.98 -1.76 -0.77
H -7.74 -8.11 -1.58
H 9.22 4.77 -5.04
H 0.76 -2.98 -5.00
H -0.52 -4.20 -1.68
H -3.00 10.94 7.87
H -8.05 3.58 3.37
H -0.59 -7.68 -4.09
H 1.31 -4.05 -0.81
H -0.63 -7.01 -11.64
H -1.48 7.19 3.11
H 7.81 2.80 -4.75
H -7.65 2.20 0.67
H -4.31 9.82 8.30
H -3.27 -0.22 2.99
H -3.02 2.04 1.57
H 0.63 -0.33 3.33
H 0.02 -9.97 -3.56
H -2.02 1.21 -0.96
H -0.16 -1.93 3.35
H 1.18 1.36 -3.86
H 2.43 7.16 4.58
H 7.00 5.47 0.91
H -1.99 5.59 2.53
H -3.42 8.83 6.27
H -2.18 -1.51 2.50
H -2.17 -8.43 -3.76
H 5.72 4.58 1.76
H 3.57 8.20 5.46
H 2.55 -5.32 -2.28
H -9.19 2.51 2.53
H -0.35 -0.28 -1.78
H -0.46 -7.14 4.46
H 10.67 3.88 -4.54
H 0.25 -4.16 4.51
H -6.39 -9.08 -0.98
H -7.46 3.93 1.03
H -1.24 0.73 4.41
H -0.81 -7.06 -8.96
H 0.02 3.89 1.73
H 2.64 -1.88 -1.38
H 6.06 3.23 -0.24
H 1.30 0.43 -1.57
H 4.25 8.52 3.14
H -0.88 -4.61 -5.75
H 2.22 -1.52 6.26
H 2.46 -1.73 4.51
H 2.79 0.62 4.27
H 0.54 5.86 3.40
H 3.40 -3.79 -2.22
H 4.03 6.80 2.77
H -0.03 -1.67 -5.91
H -6.85 -6.08 -0.56
H 1.00 3.93 -2.30
H 9.28 2.11 -5.47
H -1.55 -5.77 4.78


Formula: C4H11NS
Source: the OMol25 dataset
Level of theory: the ωB97M-V functional and the def2-TZVPD basis

Properties
- E_LUMO (spin up / spin down): 3.9 / 3.8 eV
- Molecular weight: 105.2 g/mol
- 2S+1: 2
- <S²>: 0.7513
- ΔE to the lowest compared entry with this formula, charge and spin: 59.55 kcal per mole
- Charge: -1
- Gap between HOMO and LUMO (spin up / spin down): 3.17 / 8.41 eV

CARTESIAN COORDINATES (ANGSTROEM)
S -2.05 -0.65 -1.22
N 2.06 -1.78 0.54
C 1.43 -0.55 2.56
C 1.09 -1.18 1.44
C -1.59 2.22 -1.21
C -1.23 0.86 -1.87
H -1.45 0.77 -2.93
H -0.88 3.09 -1.25
H -1.65 1.87 -0.12
H -0.73 -1.08 -0.66
H 2.51 -0.55 2.87
H 0.10 -1.59 1.17
H 0.60 -0.28 3.18
H -2.58 2.56 -1.49
H -0.20 0.70 -1.71
H 1.76 -2.22 -0.38
H 2.82 -2.19 1.07


Formula: C3H3N3O2
Source: the OMol25 dataset
Level of theory: the ωB97M-V functional and the def2-TZVPD basis

Properties
- E_LUMO (spin up / spin down): -2.2 / -2.2 eV
- Molecular weight: 113.1 g/mol
- ΔE to the lowest compared entry with this formula, charge and spin: 255.44 kcal per mole
- Gap between HOMO and LUMO (spin up / spin down): 6.74 / 6.73 eV

CARTESIAN COORDINATES (ANGSTROEM)
O 1.23 0.97 -2.38
O 1.53 2.55 -0.94
N 1.13 1.46 -1.26
N -0.16 -0.38 -0.73
N -0.87 -1.30 -0.14
C -1.01 -1.27 1.23
C -0.51 -0.41 2.06
C 0.48 0.66 -0.29
H -1.64 -2.08 1.56
H -0.04 0.34 2.64
H -0.15 -0.54 -1.75


Formula: C3H9LiNO4PS
Source: the OMol25 dataset
Level of theory: the ωB97M-V functional and the def2-TZVPD basis

Properties
- E_LUMO: 0.4 eV
- Molecular weight: 193.1 g/mol
- Gap between HOMO and LUMO: 9.37 eV

CARTESIAN COORDINATES (ANGSTROEM)
S -1.86 2.60 3.58
P -0.15 -0.36 0.02
O -0.36 -1.94 -0.02
O -1.70 1.14 3.96
O 1.37 -0.13 -0.52
O -0.94 0.08 -1.32
N -1.45 2.92 2.21
C -0.98 1.48 -1.63
C 2.43 -0.18 0.44
C -0.15 -2.71 -1.21
Li -1.03 0.92 2.13
H 3.33 0.14 -0.07
H -0.13 -3.75 -0.91
H 0.80 -2.45 -1.68
H -0.96 -2.54 -1.91
H 2.23 0.48 1.28
H -0.04 1.79 -2.09
H 2.57 -1.20 0.81
H -1.80 1.62 -2.34
H -1.17 2.08 -0.74


Formula: C4H6Cl6O4S
Source: the OMol25 dataset
Level of theory: the ωB97M-V functional and the def2-TZVPD basis

Properties
- E_LUMO: 0.3 eV
- Molecular weight: 362.9 g/mol
- ΔE to the lowest compared entry with this formula, charge and spin: 0.00 kcal per mole
- Gap between HOMO and LUMO: 11.29 eV

CARTESIAN COORDINATES (ANGSTROEM)
Cl -1.00 1.15 4.42
Cl 0.06 -3.92 -0.09
Cl 0.86 1.27 2.33
Cl -0.27 -3.79 2.75
Cl 1.61 -1.95 1.33
Cl -1.85 0.52 1.82
S 0.45 2.70 -1.95
O 0.74 1.49 -0.96
O 1.09 2.46 -3.23
O -1.07 2.33 -2.18
O 0.63 3.89 -1.25
C 0.22 0.41 -1.60
C 0.89 -3.63 1.44
C -0.53 0.42 3.01
C -1.08 0.87 -2.27
H 1.66 -4.33 1.58
H -1.06 0.61 -3.34
H -0.37 -0.61 3.21
H 0.06 -0.42 -0.86
H -1.96 0.52 -1.78
H 0.92 0.01 -2.38


Which value of molecular weight does entry 2 give?
944.3 g/mol


Which of these has the lowest molecular weight?
C4H11NS


What is the formula in the fifth record?
C39H75N2O47S11